Run a
Formula: C4H10N2O
Source: OMol25
Level of theory: ωB97M-V with the def2-TZVPD basis set

```
! RIJCOSX wB97M-V def2-TZVPD def2/J DEFGRID3
* xyz 0 1
C 0.1119 2.4862 0.7893
C -0.2812 1.0260 0.6213
C 0.5163 0.3831 -0.5309
O 1.3773 0.9583 -1.1520
N 0.3706 -0.9876 -0.6044
C -0.8282 -1.7691 -0.3509
N -1.0280 -2.1984 1.0250
H 1.1050 2.5852 1.2238
H -0.6094 3.0294 1.3967
H 0.1763 2.9529 -0.1932
H -1.3278 0.8666 0.3333
H -0.1308 0.4887 1.5561
H 1.0917 -1.4042 -1.1748
H -0.6971 -2.7066 -0.8826
H -1.7224 -1.2648 -0.7114
H -0.7886 -1.5308 1.7452
H -0.4387 -2.9987 1.2185
*
```

As for the HOMO energy: -9.54 eV. As for the SMILES: CCC(=O)NCN.


Run b
Formula: C4H10N2O
Source: OMol25
Level of theory: ωB97M-V with the def2-TZVPD basis set

```
! RIJCOSX wB97M-V def2-TZVPD def2/J DEFGRID3
* xyz 0 1
C 1.6622 -0.0909 -0.6780
N 0.7516 -0.7586 0.2498
C -0.7139 -0.8211 -0.2888
O -0.8128 -1.4104 -1.5550
C -1.2923 0.5397 -0.3040
C -1.1821 1.3592 0.7700
N -0.3619 1.0750 1.8233
H 2.6593 -0.0394 -0.2364
H 1.2761 0.9160 -0.8375
H 1.7353 -0.5950 -1.6456
H 1.0778 -1.7045 0.4314
H -1.1950 -1.4518 0.4785
H -0.6081 -2.3499 -1.4931
H -1.7701 0.8472 -1.2186
H -1.5335 2.3830 0.6843
H 0.3788 0.2143 1.4709
H -0.0714 1.8871 2.3488
*
```

As for the HOMO energy: -7.52 eV. As for the SMILES: CN[C@H](O)/C=C\N.


The least stable of them is run b.


Run a
Formula: C4H4ClF
Source: OMol25
Level of theory: ωB97M-V with the def2-TZVPD basis set

```
! RIJCOSX wB97M-V def2-TZVPD def2/J DEFGRID3
* xyz 0 1
C 1.9745 -0.2419 -0.1939
C 0.5866 -0.0441 -0.0886
C -0.5878 0.3325 -0.1441
C -1.9663 0.3556 0.2421
F -2.7922 1.3240 -0.3722
Cl -2.4810 -1.2845 -0.1843
H 2.5375 0.0410 0.6489
H 2.2226 -1.2484 -0.2228
H 2.5953 0.1884 -1.0247
H -2.0893 0.5775 1.3396
*
```

As for the HOMO energy: -9.87 eV. As for the SMILES: CC#C[C@@H](F)Cl.


Run b
Formula: C4H4ClF
Source: OMol25
Level of theory: ωB97M-V with the def2-TZVPD basis set

```
! RIJCOSX wB97M-V def2-TZVPD def2/J DEFGRID3
* xyz 0 1
C 0.0646 -0.5622 -1.5160
C 0.7389 -0.0342 -0.5080
Cl 2.5258 -0.0209 -0.5385
C 0.2117 0.5564 0.7095
C -0.9583 0.2364 1.1891
F -1.4158 0.7244 2.3577
H 0.5315 -1.0646 -2.3130
H -1.0076 -0.4624 -1.5673
H 0.9311 1.1924 1.4065
H -1.6219 -0.5654 0.7800
*
```

As for the HOMO energy: -9.35 eV. As for the SMILES: C=C(Cl)/C=C/F.


The least stable of them is run a.


Run a
Formula: C5H9N3
Source: OMol25
Level of theory: ωB97M-V with the def2-TZVPD basis set

```
! RIJCOSX wB97M-V def2-TZVPD def2/J DEFGRID3
* xyz 0 1
C -2.0256 -0.2205 1.8984
N -0.9180 -0.6107 1.3973
C 0.2739 -0.0618 1.8262
N 1.0299 0.5408 2.4878
H -2.1088 0.6517 2.5622
H -2.9597 -0.6837 1.5565
C -1.1034 1.0432 -1.3322
C -0.3466 -0.0226 -1.0130
N 1.0106 0.0531 -0.4703
C 2.1046 -0.7552 -0.9793
H -0.9907 1.9845 -0.8069
H -1.9272 0.9366 -2.0259
H -0.5097 -0.9690 -1.5237
H 1.2950 1.0087 -0.2561
H 2.9322 -0.7497 -0.2655
H 1.7853 -1.7905 -1.1224
H 2.4582 -0.3548 -1.9331
*
```

As for the HOMO energy: -8.00 eV. As for the SMILES: C=NC#N.C=CNC.


Run b
Formula: C5H9N3
Source: OMol25
Level of theory: ωB97M-V with the def2-TZVPD basis set

```
! RIJCOSX wB97M-V def2-TZVPD def2/J DEFGRID3
* xyz 0 1
C 1.9552 0.0236 -0.1608
C 0.8588 -0.5919 0.7783
C -0.4587 0.1339 0.7016
C -1.0275 0.2860 -0.7244
N -2.0803 1.1299 -0.9827
C -1.8524 -0.8753 -0.1437
N -1.6102 -0.9332 1.0962
N 2.2937 1.3425 0.1654
H 1.7363 -0.1087 -1.2269
H 2.8006 -0.6343 0.1082
H 1.2202 -0.7905 1.7843
H 0.6944 -1.6232 0.4496
H -0.4117 0.0139 -1.5753
H -2.8649 1.0471 -0.3365
H -2.5267 -1.3700 -0.8375
H -0.4620 1.0015 1.3543
H 1.7352 1.9486 -0.4501
*
```

As for the HOMO energy: -7.07 eV.


The least stable of them is run b.